Density functional theory data (ωB97M-V with the def2-TZVPD basis set) for a cluster of 2 separate species, C38H38NO in total.

Values from the calculation:
HOMO energy (eV): -10.59
2S+1: 1
Total charge: +1
HOMO-LUMO gap (eV): 5.44

Cartesian coordinates (Å):
C -7.188 3.414 2.089
O -5.855 3.400 2.657
C -4.883 2.714 1.992
C -3.548 2.855 2.449
C -2.496 2.336 1.730
C -2.714 1.649 0.500
C -1.660 1.247 -0.377
C -1.887 1.226 -1.784
C -1.438 0.178 -2.642
C -1.981 0.033 -3.909
C -2.916 0.949 -4.403
C -3.562 0.723 -5.727
C -3.264 2.065 -3.633
C -2.732 2.223 -2.375
C -4.071 1.376 0.149
C -5.130 1.910 0.849
H -7.732 4.142 2.695
H -7.168 3.727 1.035
H -7.646 2.417 2.167
H -3.390 3.429 3.357
H -1.473 2.496 2.069
H -0.735 0.900 0.065
H -0.740 -0.558 -2.247
H -1.703 -0.826 -4.524
H -4.580 1.125 -5.709
H -3.017 1.212 -6.547
H -3.582 -0.352 -5.927
H -3.998 2.776 -4.027
H -2.984 3.108 -1.782
H -4.281 0.750 -0.717
H -6.149 1.758 0.484
C 6.043 -2.087 2.938
C 5.170 -3.085 2.496
C 4.018 -2.735 1.784
C 3.736 -1.401 1.482
C 2.412 -1.026 0.795
C 1.884 -2.148 -0.108
C 0.499 -2.349 -0.232
C 0.010 -3.385 -1.031
C 0.893 -4.171 -1.770
C 2.266 -3.946 -1.681
C 2.764 -2.923 -0.871
C 1.438 -0.767 1.943
C 1.140 -1.836 2.800
C 0.478 -1.600 4.011
C 0.061 -0.300 4.326
C 0.283 0.746 3.433
C 0.952 0.508 2.227
C 2.609 0.240 -0.062
C 3.810 0.207 -1.028
C 3.327 0.972 -2.264
C 1.796 0.864 -2.235
N 1.458 0.641 -0.844
C 4.584 -0.402 1.984
C 5.751 -0.745 2.679
H 6.951 -2.355 3.479
H 5.377 -4.141 2.693
H 3.328 -3.529 1.479
H -0.213 -1.730 0.327
H -1.064 -3.586 -1.060
H 0.509 -4.935 -2.447
H 2.973 -4.578 -2.223
H 3.845 -2.761 -0.796
H 1.472 -2.848 2.552
H 0.299 -2.424 4.706
H -0.436 -0.104 5.274
H -0.039 1.765 3.650
H 1.111 1.324 1.524
H 2.792 1.109 0.589
H 4.697 0.656 -0.568
H 4.069 -0.822 -1.287
H 3.593 2.027 -2.146
H 3.766 0.600 -3.190
H 1.298 1.767 -2.609
H 1.445 0.036 -2.879
H 0.591 0.156 -0.662
H 4.336 0.655 1.841
H 6.422 0.047 3.025

***

Density functional theory data (ωB97M-V with the def2-TZVPD basis set) for a structure of composition C38H39AsCl2GeN2O3SSeZn.

Values from the calculation:
HOMO energy (eV): -0.35
2S+1: 1
Total charge: -2
HOMO-LUMO gap (eV): 4.28

Cartesian coordinates (Å):
Zn 0.384 0.037 0.330
C 1.527 0.258 4.623
C 1.802 -0.107 3.174
O 0.901 -0.610 2.532
C 3.139 0.162 2.613
C 4.247 0.186 3.468
C 5.535 0.376 3.013
C 5.725 0.598 1.639
C 4.661 0.616 0.773
C 3.315 0.370 1.200
O 2.381 0.396 0.334
H 0.448 0.330 4.746
H 2.003 1.200 4.897
H 1.904 -0.530 5.286
H 4.087 0.016 4.529
H 6.378 0.349 3.694
H 6.729 0.762 1.259
H 4.805 0.804 -0.286
Cl 0.620 3.288 0.178
C -0.813 3.317 1.185
C -1.259 4.561 1.573
C -2.372 4.712 2.396
C -2.988 3.550 2.863
C -2.542 2.306 2.479
Cl -3.267 0.934 3.302
C -1.451 2.043 1.529
N -1.167 0.839 1.108
H -0.719 5.436 1.222
H -2.727 5.691 2.692
H -3.813 3.615 3.564
O -0.251 0.588 -1.726
As -0.005 0.294 -3.312
C 1.655 1.096 -3.888
C 1.820 2.401 -3.424
C 2.990 3.093 -3.695
C 4.004 2.484 -4.424
C 3.854 1.174 -4.857
C 2.685 0.476 -4.582
C -1.418 1.165 -4.320
C -2.690 0.603 -4.262
C -3.752 1.212 -4.912
C -3.549 2.384 -5.629
C -2.284 2.950 -5.684
C -1.221 2.345 -5.026
C -0.199 -1.552 -3.813
C 0.369 -2.151 -4.930
C 0.145 -3.499 -5.172
C -0.651 -4.239 -4.308
C -1.247 -3.630 -3.211
C -1.022 -2.285 -2.960
H 1.047 2.850 -2.811
H 3.117 4.100 -3.317
H 4.922 3.021 -4.632
H 4.655 0.688 -5.401
H 2.602 -0.556 -4.892
H -2.856 -0.297 -3.685
H -4.742 0.777 -4.847
H -4.379 2.864 -6.133
H -2.123 3.868 -6.236
H -0.239 2.798 -5.058
H 0.965 -1.578 -5.628
H 0.597 -3.973 -6.036
H -0.796 -5.299 -4.481
H -1.863 -4.207 -2.534
H -1.440 -1.807 -2.077
S 0.764 -4.688 0.019
C 0.675 -3.058 -0.106
N 0.603 -1.900 -0.225
C -7.834 -0.891 -1.615
Ge -6.265 -0.320 -0.530
C -6.634 -0.712 1.357
C -6.120 1.619 -0.785
C -4.607 -1.183 -1.026
Se -3.043 -0.152 -0.056
C -2.746 -1.699 1.085
H -8.750 -0.409 -1.253
H -7.976 -1.976 -1.578
H -7.684 -0.598 -2.659
H -7.556 -0.245 1.716
H -5.793 -0.322 1.938
H -6.697 -1.791 1.519
H -6.953 2.160 -0.327
H -6.085 1.864 -1.852
H -5.186 1.954 -0.325
H -4.415 -1.096 -2.101
H -4.601 -2.242 -0.751
H -3.639 -1.916 1.672
H -1.923 -1.421 1.738
H -2.476 -2.565 0.481

***

Density functional theory data (ωB97M-V with the def2-TZVPD basis set) for a structure of composition C38H39BCaN12O2S2.

Values from the calculation:
HOMO energy (spin up / spin down) (eV): -9.67 / -9.67
2S+1: 2
Total charge: +1
HOMO-LUMO gap (spin up / spin down) (eV): 6.24 / 4.04
Expectation value of S²: 0.755

Cartesian coordinates (Å):
Ca -0.098 -0.348 0.372
C 2.721 -1.574 2.855
C 2.524 -0.142 2.494
C 2.646 0.993 3.316
C 2.304 2.049 2.515
N 2.023 1.572 1.279
N 2.147 0.208 1.269
B 1.654 2.402 0.042
N 0.148 2.866 0.230
C -0.303 3.990 0.737
C -1.699 3.866 0.921
C -1.979 2.524 0.516
C -3.286 1.813 0.550
N -0.872 1.942 0.116
N 1.893 1.588 -1.244
C 2.804 1.896 -2.189
C 2.934 0.820 -3.032
C 2.049 -0.147 -2.524
C 1.821 -1.527 -3.049
N 1.418 0.324 -1.454
N 2.486 3.676 -0.033
C 3.784 3.830 0.316
C 4.231 5.009 -0.223
C 3.120 5.526 -0.919
C 3.034 6.800 -1.699
N 2.076 4.717 -0.816
H 3.626 -1.699 3.448
H 2.811 -2.182 1.955
H 1.878 -1.942 3.441
H 2.936 1.021 4.353
H 2.264 3.104 2.733
H 0.348 4.824 0.934
H -2.330 4.492 1.529
H -3.936 2.172 -0.250
H -3.795 2.003 1.494
H -3.156 0.737 0.432
H 3.326 2.839 -2.199
H 3.594 0.730 -3.878
H 2.726 -1.891 -3.532
H 1.021 -1.547 -3.791
H 1.557 -2.215 -2.247
H 4.293 3.092 0.913
H 5.208 5.451 -0.126
H 3.890 7.437 -1.487
H 2.130 7.354 -1.442
H 3.024 6.605 -2.773
C -6.340 -0.651 6.019
C -5.036 -0.850 5.297
C -4.524 0.138 4.459
C -3.338 -0.055 3.774
C -2.649 -1.250 3.924
C -3.127 -2.240 4.770
C -4.319 -2.033 5.447
S -1.170 -1.528 3.015
O -0.428 -2.542 3.721
O -0.521 -0.215 2.841
N -1.522 -1.882 1.527
C -1.934 -3.093 1.001
C -2.387 -4.203 1.668
C -2.829 -5.341 0.960
C -2.838 -5.376 -0.403
C -2.370 -4.252 -1.129
C -2.365 -4.187 -2.539
C -1.917 -3.063 -3.170
C -1.424 -2.002 -2.392
N -1.383 -2.028 -1.077
C -1.890 -3.127 -0.432
H -6.597 0.404 6.093
H -6.300 -1.067 7.026
H -7.150 -1.156 5.488
H -5.060 1.075 4.357
H -2.916 0.717 3.145
H -2.556 -3.147 4.912
H -4.694 -2.800 6.114
H -2.399 -4.201 2.749
H -3.179 -6.202 1.516
H -3.196 -6.246 -0.938
H -2.734 -5.032 -3.109
H -1.925 -2.986 -4.249
H -1.063 -1.096 -2.867
N -0.625 6.271 -2.806
C -1.310 5.417 -2.081
S -2.114 5.857 -0.680
C -1.380 4.021 -2.565
C -2.595 3.350 -2.633
C -2.589 2.046 -3.090
N -1.475 1.404 -3.450
C -0.326 2.067 -3.392
C -0.217 3.381 -2.960
H -0.486 7.220 -2.494
H -0.224 5.985 -3.687
H -3.514 3.847 -2.349
H -3.512 1.483 -3.163
H 0.557 1.518 -3.692
H 0.754 3.853 -2.859

***

Density functional theory data (ωB97M-V with the def2-TZVPD basis set) for a structure of composition C38H39BF4FeN6O5.

Values from the calculation:
HOMO energy (spin up / spin down) (eV): -1.30 / -1.33
2S+1: 5
Total charge: -2
HOMO-LUMO gap (spin up / spin down) (eV): 5.46 / 5.49
Expectation value of S²: 6.011

Cartesian coordinates (Å):
Fe 0.642 -0.844 -0.322
C -4.720 0.111 2.760
O -3.847 1.018 2.117
C -4.161 2.324 2.037
C -5.233 2.911 2.692
C -5.537 4.255 2.499
C -4.765 5.014 1.638
C -3.678 4.437 0.998
C -3.336 3.102 1.198
N -2.261 2.586 0.473
C -1.274 1.641 0.738
N -1.087 1.311 2.036
C -0.402 0.195 2.584
C 0.413 -0.670 1.858
C 0.911 -1.768 2.578
C 0.660 -1.979 3.930
C -0.104 -1.062 4.635
C -0.626 0.019 3.955
O -1.417 0.943 4.651
C -0.694 2.103 5.016
N -0.498 1.249 -0.209
C -0.668 1.750 -1.510
C -1.348 0.991 -2.464
C -1.538 1.457 -3.750
C -1.060 2.711 -4.110
C -0.362 3.468 -3.185
C -0.154 2.996 -1.895
O 0.526 3.837 -1.043
C 1.506 3.257 -0.178
H -4.304 -0.874 2.558
H -5.729 0.173 2.341
H -4.751 0.292 3.839
H -5.856 2.310 3.340
H -6.386 4.693 3.010
H -5.001 6.056 1.463
H -3.071 5.023 0.316
H -2.114 3.031 -0.421
H -1.855 1.564 2.636
H 1.490 -2.519 2.047
H 1.043 -2.862 4.433
H -0.320 -1.188 5.689
H -1.411 2.809 5.439
H -0.202 2.562 4.152
H 0.072 1.872 5.766
H -1.718 0.021 -2.156
H -2.061 0.841 -4.470
H -1.211 3.089 -5.114
H 0.049 4.437 -3.442
H 2.312 3.990 -0.097
H 1.898 2.322 -0.577
H 1.097 3.067 0.816
C 5.650 0.620 -0.121
C 4.167 0.366 -0.140
N 3.497 0.109 0.912
O 4.275 0.049 2.067
C 3.450 0.450 -1.416
C 4.102 1.059 -2.624
N 2.235 -0.020 -1.503
O 1.552 0.105 -2.587
H 6.041 0.438 0.877
H 5.866 1.651 -0.409
H 6.149 -0.046 -0.827
H 3.595 -0.185 2.716
H 5.117 0.682 -2.768
H 4.151 2.152 -2.558
H 3.488 0.797 -3.486
F -3.241 -3.199 -0.053
B -2.921 -1.980 0.560
F -1.644 -1.537 0.081
F -3.883 -1.005 0.226
F -2.868 -2.127 1.957
C 3.875 -5.678 -0.096
C 3.835 -4.399 0.453
C 2.929 -3.457 0.008
C 1.996 -3.748 -1.015
C 2.055 -5.058 -1.562
C 2.970 -5.988 -1.108
N 1.064 -2.829 -1.371
C 0.514 -2.823 -2.637
C 1.285 -3.012 -3.803
C 0.719 -2.920 -5.061
C -0.637 -2.656 -5.216
C -1.414 -2.474 -4.077
C -0.855 -2.554 -2.814
H 4.592 -6.413 0.252
H 4.531 -4.136 1.244
H 2.918 -2.452 0.415
H 1.345 -5.330 -2.332
H 2.974 -6.985 -1.540
H 2.345 -3.203 -3.695
H 1.348 -3.041 -5.938
H -1.078 -2.586 -6.204
H -2.476 -2.274 -4.175
H -1.470 -2.433 -1.929

***

Density functional theory data (ωB97M-V with the def2-TZVPD basis set) for a cluster of 3 separate species, C38H39F16N3O7S in total.

Values from the calculation:
HOMO energy (eV): -8.53
2S+1: 1
Total charge: 0
HOMO-LUMO gap (eV): 6.91
SMILES: NCCCc1c(Cc2ccccc2)c(CCCCS(=O)(=O)O)c(N)c2c1C(=O)N(c1ccccc1)C2=O.FC(F)C(F)(F)COC(F)(F)C(F)F.FC(F)C(F)(F)COC(F)(F)C(F)F

Cartesian coordinates (Å):
N -0.985 -2.573 0.730
C -2.422 -2.059 0.878
C -2.480 -0.487 1.436
C -3.254 0.540 0.417
C -2.279 1.725 -0.214
C -1.439 1.566 -1.638
C -1.689 0.117 -2.434
C -3.102 0.358 -3.296
C -3.169 1.621 -4.372
C -4.482 2.033 -5.265
C -5.844 1.131 -5.085
C -5.816 -0.157 -4.021
C -4.459 -0.547 -3.127
C -0.426 2.753 -2.240
C 0.441 2.574 -3.630
C 2.052 2.838 -3.470
C 2.662 2.530 -1.979
C 4.284 2.155 -2.135
S 4.597 0.570 -1.150
O 6.119 0.627 -0.749
O 3.821 0.698 0.218
O 4.194 -0.860 -1.986
C -0.245 4.207 -1.434
N 0.633 5.341 -1.944
C -1.102 4.399 -0.050
C -2.072 3.193 0.557
C -2.723 3.745 1.957
O -3.652 3.174 2.728
N -1.938 5.058 2.157
C -0.822 5.004 3.193
C -1.150 5.352 4.774
C 0.068 5.340 5.914
C 1.621 4.978 5.525
C 1.955 4.589 3.963
C 0.754 4.607 2.826
C -1.212 5.698 0.986
O -0.797 6.956 0.775
H -0.470 -2.426 1.630
H -0.505 -2.123 -0.081
H -2.917 -2.768 1.700
H -2.995 -2.159 -0.147
H -3.095 -0.556 2.454
H -1.376 -0.193 1.693
H -3.735 -0.125 -0.437
H -4.161 1.028 1.021
H -1.816 -0.751 -1.644
H -0.782 -0.175 -3.115
H -2.206 2.279 -4.468
H -4.375 2.984 -5.962
H -6.820 1.429 -5.702
H -6.843 -0.743 -3.927
H -4.511 -1.460 -2.370
H 0.033 3.404 -4.385
H 0.191 1.533 -4.157
H 2.606 2.230 -4.306
H 2.240 3.985 -3.705
H 2.063 1.664 -1.466
H 2.580 3.510 -1.313
H 4.896 3.087 -1.714
H 4.559 1.955 -3.266
H 3.383 -1.313 -1.610
H 0.299 6.280 -1.570
H 0.448 5.429 -2.987
H -2.283 5.600 5.038
H -0.186 5.588 7.049
H 2.533 4.955 6.280
H 3.052 4.315 3.626
H 1.093 4.307 1.724
C 6.539 -3.031 -2.893
C 7.082 -3.871 -1.726
C 8.322 -3.299 -1.048
F 9.373 -3.207 -1.896
F 8.725 -4.108 -0.031
F 7.291 -5.144 -2.151
F 6.084 -3.952 -0.790
O 6.923 -3.459 -4.202
C 8.184 -2.974 -4.659
C 9.196 -4.100 -4.907
F 9.437 -4.811 -3.776
F 10.395 -3.601 -5.313
F 8.642 -2.033 -3.798
F 7.929 -2.322 -5.825
H 5.449 -3.149 -2.879
H 6.699 -1.956 -2.748
H 8.127 -2.310 -0.626
H 8.834 -4.793 -5.671
C -5.205 -4.842 6.469
C -6.323 -5.609 5.745
C -5.938 -6.162 4.378
F -5.601 -5.184 3.505
F -6.987 -6.823 3.818
F -7.428 -4.822 5.670
F -6.672 -6.664 6.548
O -5.253 -3.417 6.360
C -4.641 -2.872 5.192
C -5.640 -2.137 4.289
F -6.629 -2.964 3.863
F -5.030 -1.657 3.172
F -3.964 -3.850 4.542
F -3.700 -2.000 5.640
H -5.340 -5.035 7.541
H -4.208 -5.239 6.244
H -5.105 -6.866 4.450
H -6.104 -1.299 4.817